# 1
The following is a DFT calculation (ωB97M-V/def2-TZVPD) of a structure of composition C37H29GeN4S2W.

Each line ends with the Löwdin spin population.
Atoms and positions in Å:
W  0.71653  -0.23840  -1.79294  0.299
C  -3.39473  -1.11935  -0.63658  0.016
C  -2.19606  -0.45968  -0.80906  0.129
N  -1.20011  -0.91358  -1.58414  0.069
C  -1.49787  -1.99601  -2.38524  0.089
C  -2.70063  -2.73006  -2.26007  0.007
C  -3.63940  -2.30508  -1.32187  0.143
C  -2.90488  -3.83147  -3.13893  0.008
C  -2.04965  -4.07858  -4.15907  -0.021
C  -0.88871  -3.27874  -4.36809  0.017
C  -0.05466  -3.40313  -5.47620  0.026
C  1.05746  -2.57217  -5.55755  0.031
C  1.32225  -1.66076  -4.54967  0.021
N  0.53029  -1.47642  -3.48603  0.050
C  -0.58649  -2.27544  -3.41471  0.036
H  -4.13263  -0.71379  0.03570  -0.002
H  -1.99530  0.46898  -0.28568  0.005
H  -4.55111  -2.86208  -1.17537  0.009
H  -3.78960  -4.43308  -2.99537  0.000
H  -2.24425  -4.87402  -4.86332  -0.001
H  -0.28737  -4.11877  -6.25133  0.001
H  1.70947  -2.62634  -6.41439  0.001
H  2.20377  -1.02715  -4.59339  0.001
C  0.88192  0.88235  0.12723  0.005
Ge  -0.19895  0.91810  1.83537  0.003
C  -0.78881  2.80792  2.05223  0.001
C  -0.20646  3.69763  2.94446  0.000
C  -0.62599  5.01504  3.00430  0.000
C  -1.61406  5.47099  2.14853  0.000
C  -2.19479  4.59827  1.24563  0.000
C  -1.79422  3.27608  1.21145  0.000
C  0.81127  0.15222  3.35699  0.000
C  1.72559  -0.87842  3.19860  0.000
C  2.20127  -1.56818  4.30334  0.000
C  1.77063  -1.22651  5.57448  0.000
C  0.85243  -0.20150  5.73793  0.000
C  0.36897  0.47248  4.63299  0.000
C  -1.83700  -0.18744  2.12207  0.001
C  -1.77791  -1.57227  2.04457  0.002
C  -2.84002  -2.34689  2.47608  0.000
C  -3.97688  -1.74397  2.99290  0.002
C  -4.04732  -0.36405  3.07115  0.000
C  -2.97703  0.40378  2.64736  0.002
H  1.89330  1.16891  0.44553  0.000
H  0.58974  3.35540  3.59224  0.000
H  -0.17147  5.68417  3.72096  0.000
H  -1.91917  6.50674  2.17557  0.000
H  -2.95341  4.94767  0.56022  0.000
H  -2.26593  2.60523  0.50406  0.000
H  2.05994  -1.14503  2.20344  0.000
H  2.90012  -2.38492  4.17295  0.000
H  2.13688  -1.76492  6.43819  0.000
H  0.49738  0.05991  6.72238  0.000
H  -0.37671  1.24840  4.74459  0.000
H  -0.88382  -2.03946  1.64701  0.001
H  -2.77441  -3.42564  2.42621  0.000
H  -4.80209  -2.34537  3.34620  0.000
H  -4.92562  0.11719  3.47783  0.000
H  -3.02695  1.48004  2.71801  0.000
S  -0.15562  3.06827  -1.45189  0.019
C  0.35010  1.63072  -0.92001  0.014
C  6.66781  1.54022  -2.46592  0.000
C  5.20741  1.24313  -2.42353  0.003
C  4.26402  2.16994  -2.88650  0.000
C  2.93327  1.81709  -2.82803  0.002
N  2.55148  0.64246  -2.31972  0.001
C  3.53314  -0.18400  -1.85826  0.004
S  2.88674  -1.59144  -1.14410  0.006
N  4.82587  0.07724  -1.92430  0.000
H  7.01287  1.52451  -3.49855  0.000
H  7.21102  0.78577  -1.90639  0.000
H  6.86213  2.52953  -2.05329  0.000
H  4.56883  3.12601  -3.27426  0.000
H  2.14421  2.47176  -3.18501  0.000

Calculated values
Charge   0
Gap between HOMO and LUMO (alpha / beta)   5.0 / 5.4 eV
Energy   -4586.7123 Ha
Spin multiplicity   2
Highest occupied orbital energy (alpha / beta)   -5.99 / -6.51 eV


# 2
The following is a DFT calculation (ωB97M-V/def2-TZVPD) of a structure of composition C30H40BiIN6O8.

Each line ends with the Löwdin charge.
Atoms and positions in Å:
Bi  -0.42878  -0.30806  -0.91556  1.606
N  0.60173  -1.63395  3.04638  0.052
C  -0.13653  -2.66392  3.87308  -0.303
C  -1.57119  -2.26112  4.09982  -0.125
C  -2.43828  -2.32939  2.86190  -0.378
N  -2.05674  -1.22024  1.97583  0.047
C  -2.36962  -3.65201  2.09275  -0.096
C  -0.91313  -4.25394  1.99986  -0.330
N  -0.16033  -3.49432  0.95083  0.033
C  -0.06955  -4.10671  3.29197  -0.113
H  0.75308  -0.07182  3.26539  0.077
H  0.23364  -1.66150  2.10182  0.033
H  1.56455  -1.86954  3.00990  0.080
H  0.43579  -2.76756  4.82369  0.145
H  -1.63023  -1.24964  4.52386  0.127
H  -2.04417  -2.96613  4.79825  0.128
H  -3.47608  -2.19366  3.18772  0.134
H  -2.14120  -0.40222  2.54988  0.062
H  -2.67002  -1.02798  1.22249  0.027
H  -2.79102  -3.61398  1.03116  0.119
H  -2.94708  -4.41044  2.62533  0.110
H  -0.97267  -5.34614  1.73607  0.137
H  -0.64323  -3.49380  0.09033  0.007
H  0.70301  -4.01663  0.74858  0.093
H  0.88531  -4.44619  3.01895  0.091
H  -0.41726  -4.78225  4.04461  0.106
C  4.03267  -1.27231  -2.38357  0.009
C  2.96182  -0.57473  -3.15270  -0.343
N  1.73920  -0.23329  -2.73589  0.076
C  1.20742  0.49535  -3.75463  -0.142
C  2.13726  0.60730  -4.82966  -0.051
N  3.23066  -0.04136  -4.34842  0.170
C  2.16970  1.07734  -6.20682  -0.545
O  1.10669  1.64640  -6.68051  0.134
O  3.14241  0.95039  -6.89331  0.107
C  -0.19686  0.95001  -3.84400  -0.566
O  -0.61026  1.47265  -4.89941  0.063
O  -0.91250  0.80290  -2.80491  -0.252
H  4.51255  -0.58115  -1.62658  0.110
H  4.80087  -1.50874  -3.07273  0.061
H  3.64124  -2.14814  -1.91001  0.074
H  4.05046  -0.16554  -4.92520  0.175
H  0.34108  1.68617  -5.99193  0.057
O  1.04349  0.93407  3.28169  0.080
C  2.01532  1.04650  2.44218  -0.574
O  2.39823  0.13644  1.74276  0.034
C  2.71593  2.36864  2.39171  -0.107
C  4.00798  2.36617  1.81128  -0.005
C  4.78665  3.50460  1.73798  0.002
C  4.24638  4.65471  2.18108  -0.231
O  4.87375  5.84646  2.27934  0.032
C  3.93744  6.75057  2.89626  -0.115
O  2.72192  6.02535  3.06536  0.023
C  2.97113  4.69507  2.79373  -0.171
C  2.18101  3.58561  2.85680  0.056
H  4.38956  1.47072  1.36357  0.108
H  5.74338  3.52900  1.22824  0.128
H  3.83917  7.66432  2.24432  0.153
H  4.36785  6.99489  3.86185  0.131
H  1.24329  3.67822  3.32875  0.115
C  -3.82185  -0.98896  -2.96671  -0.070
C  -2.81914  -2.02938  -2.53516  -0.690
C  -3.49357  -3.39088  -2.18114  -0.060
C  -1.82732  -2.23285  -3.68135  -0.075
C  -2.00000  -1.57767  -1.32031  -0.403
H  -4.38378  -1.32201  -3.84213  0.084
H  -3.25678  -0.13183  -3.29969  0.060
H  -4.51520  -0.68431  -2.04988  0.126
H  -3.85101  -3.78003  -3.11469  0.066
H  -4.38777  -3.18306  -1.58953  0.081
H  -2.81289  -4.13901  -1.75039  0.080
H  -2.33772  -2.54471  -4.61998  0.101
H  -1.07084  -2.95494  -3.45021  0.076
H  -1.35344  -1.32890  -3.99024  0.046
H  -1.94336  -2.26927  -0.45841  -0.060
I  -5.18586  3.30341  -1.34128  0.918
C  -3.49639  3.29946  -0.21346  -0.775
C  -2.26551  3.68183  -0.69677  -0.149
C  -1.13612  3.40597  0.04376  -0.100
C  -1.23883  2.77577  1.25819  -0.173
N  -2.42045  2.41866  1.78993  0.064
C  -3.49932  2.70712  1.07540  -0.222
H  -2.11958  4.09845  -1.69894  0.114
H  -0.14310  3.64799  -0.30923  0.111
H  -0.32007  2.59644  1.85778  0.092
H  -4.43699  2.45129  1.58289  0.098

Calculated values
Charge   0
Gap between HOMO and LUMO   7.8 eV
Energy   -2609.9243 Ha
Spin multiplicity   1
Highest occupied orbital energy   -7.89 eV


# 3
The following is a DFT calculation (ωB97M-V/def2-TZVPD) of a cluster of 2 separate species, CH3Cl3NP in total.

Each line ends with the natural charge from an NBO analysis.
Atoms and positions in Å:
C  -1.89480  0.33148  -0.88485  -0.584
N  -0.74520  0.05655  -0.22695  -0.128
P  1.60862  -0.44164  1.34348  0.853
Cl  3.16581  -1.19652  2.53898  -0.329
Cl  2.05026  -1.54586  -0.20879  -0.256
Cl  2.41274  1.29418  0.72086  -0.279
H  -1.72336  1.44754  -1.05997  0.262
H  -2.98196  0.15487  -0.30213  0.224
H  -1.89211  -0.10060  -1.92062  0.237

Calculated values
Charge   0
Gap between HOMO and LUMO (alpha / beta)   8.7 / 8.7 eV
Energy   -1816.4983 Ha
Spin multiplicity   1
Highest occupied orbital energy (alpha / beta)   -9.63 / -9.65 eV


# 4
The following is a DFT calculation (ωB97M-V/def2-TZVPD) of a cluster of 4 separate species, C15H35BF6N8O8P2 in total.

Each line ends with the Löwdin charge.
Atoms and positions in Å:
C  -2.90791  2.42625  -0.86881  -0.146
C  -2.62239  1.41817  -1.99409  -0.238
C  -2.51632  -0.07083  -1.55177  -0.213
C  -1.30119  -0.36806  -0.60265  -0.436
C  -0.13028  -0.87238  -1.47825  -0.089
P  -1.73406  -1.43448  0.87143  0.847
B  -3.08315  -2.83514  0.59525  -0.712
O  -3.68783  -2.94050  -0.64049  0.102
N  -3.46514  -3.80272  1.61278  -0.116
C  -4.90601  -3.80901  1.91859  -0.092
C  -2.64807  -3.74821  2.83278  -0.090
C  -0.38157  -2.80153  0.52034  -0.403
O  -0.68329  -3.67567  -0.19785  0.114
C  1.07857  -2.93016  1.13875  -0.404
F  1.92090  -3.07827  0.08899  0.111
F  1.17425  -4.07582  1.81759  0.150
C  1.62386  -1.72787  1.95085  -0.362
F  1.30508  -0.53508  1.43732  0.151
F  2.96426  -1.80501  1.88455  0.139
C  1.27138  -1.70768  3.48421  -0.374
F  0.23018  -2.48448  3.82404  0.137
F  2.32674  -2.15126  4.14496  0.165
C  1.01880  -0.26496  4.04340  -0.431
O  1.73855  0.17316  4.83144  0.226
O  -0.06103  0.43691  3.62508  0.093
P  -3.33431  0.02539  1.58342  0.765
N  -4.91955  -0.65134  1.26223  -0.203
O  -3.25008  0.10149  3.27693  -0.372
H  -3.96527  2.45264  -0.57721  0.060
H  -2.65710  3.43538  -1.23604  0.062
H  -2.32644  2.26452  0.04115  0.020
H  -3.46785  1.46345  -2.70056  0.107
H  -1.73826  1.67951  -2.58146  0.071
H  -3.47174  -0.47056  -1.18955  0.072
H  -2.29890  -0.61415  -2.48246  0.115
H  -0.98678  0.60965  -0.20650  0.101
H  -0.00349  -0.13472  -2.29048  0.061
H  -0.35253  -1.81650  -1.98974  0.092
H  0.84052  -0.89966  -0.97115  0.068
H  -1.12489  -1.22275  2.15352  -0.008
H  -4.15068  -3.78748  -0.70810  0.110
H  -5.52430  -3.57679  1.05026  0.079
H  -5.18740  -4.81572  2.27336  0.087
H  -5.12003  -3.11730  2.74601  0.082
H  -3.15416  -4.36837  3.58934  0.094
H  -1.69349  -4.24753  2.63013  0.089
H  -2.54501  -2.74479  3.27307  0.061
H  -0.62266  0.70241  4.36800  0.135
H  -5.20337  -0.43550  0.31321  0.026
H  -5.57581  -0.29080  1.94722  0.032
H  -2.61329  -0.56960  3.57929  -0.010
N  0.64478  3.96495  -3.26822  0.167
C  1.09980  2.69845  -3.44800  -0.662
N  2.36915  2.61405  -3.93424  0.165
O  0.42396  1.71004  -3.19078  0.004
H  1.19179  4.78384  -3.46731  0.072
H  -0.28515  4.07420  -2.90683  0.099
H  2.74801  1.69323  -4.07769  0.094
H  2.93416  3.41459  -4.14810  0.091
N  6.04138  0.01616  -1.34199  0.144
C  4.81370  -0.55353  -1.54581  -0.686
N  4.62470  -1.74994  -0.92679  0.164
O  3.95472  -0.02734  -2.23063  0.022
H  6.76210  -0.39923  -0.78292  0.090
H  6.21546  0.89888  -1.78547  0.095
H  3.73395  -2.19719  -1.05346  0.086
H  5.31739  -2.19901  -0.35843  0.098
N  4.89203  6.68225  -1.62305  0.150
C  3.95139  5.69823  -1.71219  -0.683
N  4.32166  4.49217  -1.19575  0.159
O  2.85677  5.88221  -2.21712  0.015
H  5.79662  6.55227  -1.21168  0.093
H  4.64954  7.58273  -1.99430  0.104
H  3.65031  3.74438  -1.24637  0.103
H  5.21436  4.31736  -0.77516  0.092

Calculated values
Charge   0
Gap between HOMO and LUMO   6.7 eV
Energy   -2939.3941 Ha
Spin multiplicity   1
Highest occupied orbital energy   -6.40 eV
SMILES string   CCC[C@H](C)[PH](B(O)N(C)C)(C(=O)C(F)(F)C(F)(F)C(F)(F)C(=O)O)P(N)O.NC(N)=O.NC(N)=O.NC(N)=O